(1)
Here is a structure of composition C36H64F3O14V at a distorted geometry from the OMol25 dataset. Energies are from ωB97M-V/def2-TZVPD.

Properties
Calculated total energy, Ha: -3707.09958
E_LUMO, eV: -0.35
HOMO, eV: -8.549

ORCA input file:
```
! wB97M-V def2-TZVPD RIJCOSX def2/J DEFGRID3
* xyz 0 1
O 13.834 11.671 12.176
V 13.162 10.673 13.251
O 11.598 10.819 13.123
C 13.361 8.196 11.070
O 12.393 9.210 10.700
O 13.704 8.533 12.404
C 13.004 6.688 10.675
F 12.007 6.196 11.360
F 12.694 6.537 9.402
F 14.046 5.857 10.905
C 12.133 9.377 9.278
C 11.393 10.676 9.085
H 10.502 10.749 9.709
H 12.089 11.456 9.393
H 11.065 10.806 8.053
H 11.519 8.584 8.851
H 13.033 9.425 8.666
H 14.243 8.485 10.497
C 10.742 13.754 12.417
C 9.221 13.396 12.507
C 8.420 13.792 11.271
C 8.045 15.263 11.120
C 7.458 15.511 9.667
C 7.126 16.993 9.393
H 11.296 13.395 11.550
H 11.304 13.463 13.305
H 10.840 14.839 12.402
H 9.239 12.308 12.571
H 8.730 13.758 13.410
H 7.489 13.226 11.246
H 8.910 13.342 10.408
H 7.370 15.531 11.932
H 8.963 15.844 11.214
H 8.051 15.020 8.894
H 6.498 14.996 9.693
H 6.465 17.023 8.526
H 6.732 17.570 10.229
H 8.084 17.465 9.174
C 18.246 8.636 9.233
C 16.876 9.104 9.602
C 16.517 10.578 9.474
C 16.508 10.973 7.985
C 16.208 12.491 7.626
C 14.770 12.919 7.850
H 19.059 8.877 9.918
H 18.577 8.865 8.220
H 18.278 7.549 9.152
H 16.120 8.438 9.188
H 16.744 8.849 10.654
H 17.336 11.108 9.960
H 15.555 10.717 9.967
H 17.526 10.822 7.624
H 15.979 10.239 7.377
H 16.878 13.116 8.216
H 16.442 12.698 6.582
H 14.058 12.421 7.192
H 14.549 12.673 8.888
H 14.587 13.984 7.706
O 12.842 9.550 15.385
C 13.089 9.324 16.537
O 14.348 9.421 17.071
C 14.307 9.200 18.522
C 12.876 9.316 18.952
C 12.121 8.900 17.676
H 14.820 10.006 19.047
H 14.641 8.185 18.735
H 12.526 10.266 19.357
H 12.652 8.603 19.745
H 11.120 9.329 17.613
H 11.903 7.834 17.622
O 15.386 10.481 14.202
C 16.448 10.170 14.553
O 17.515 11.017 14.487
C 18.740 10.362 14.933
C 18.275 9.102 15.605
C 16.889 8.827 15.015
H 19.395 11.042 15.479
H 19.264 10.059 14.027
H 18.249 9.273 16.681
H 18.965 8.267 15.481
H 16.238 8.388 15.771
H 16.838 8.194 14.130
O 14.944 17.053 11.313
C 15.186 15.913 11.679
O 15.863 15.025 10.825
C 16.097 13.803 11.468
C 15.943 14.132 12.996
C 14.825 15.185 12.897
H 17.126 13.554 11.210
H 15.375 13.078 11.093
H 16.791 14.577 13.518
H 15.643 13.239 13.544
H 14.719 15.773 13.808
H 13.872 14.675 12.754
O 9.315 9.192 15.985
C 9.200 9.021 14.756
O 8.263 9.650 14.076
C 8.496 9.494 12.692
C 9.214 8.168 12.547
C 9.980 8.068 13.883
H 9.100 10.291 12.257
H 7.518 9.488 12.209
H 9.921 8.172 11.718
H 8.559 7.312 12.379
H 10.978 8.503 13.831
H 9.973 7.088 14.360
O 13.099 12.594 14.679
C 12.597 12.836 15.778
O 13.317 13.421 16.730
C 12.800 13.199 18.045
C 11.362 12.817 17.740
C 11.235 12.448 16.235
H 12.826 14.083 18.682
H 13.359 12.497 18.665
H 10.733 13.682 17.948
H 11.085 12.020 18.430
H 10.529 13.155 15.797
H 11.047 11.381 16.117
*
```

(2)
Here is a structure of composition C39H40F3N3O3PPtSe at a distorted geometry from the OMol25 dataset. Energies are from ωB97M-V/def2-TZVPD.

Properties
Calculated total energy, Ha: -5061.97698
E_LUMO (alpha / beta), eV: 2.52 / 2.52
HOMO (alpha / beta), eV: -3.507 / -3.506
Energy relative to the best compared isomer or geometry (same formula, charge and spin), kcal/mol: 22.7

ORCA input file:
```
! wB97M-V def2-TZVPD RIJCOSX def2/J DEFGRID3
* xyz -1 1
Pt -0.032 0.217 -0.305
C 1.125 0.117 -3.132
C 2.475 -0.440 -2.714
C 2.415 -1.959 -2.539
C 2.944 0.285 -1.452
C 4.355 -0.077 -1.014
O 4.278 -0.100 0.416
C 2.971 -0.109 0.749
N 2.155 0.044 -0.216
C 2.759 -0.218 2.210
C 3.922 -0.320 2.986
C 3.873 -0.414 4.360
C 2.644 -0.436 5.003
C 1.491 -0.354 4.249
C 1.524 -0.224 2.855
P -0.102 -0.066 2.040
C -1.008 -1.477 2.793
C -0.323 -2.654 3.112
C -1.008 -3.780 3.543
C -2.391 -3.757 3.663
C -3.081 -2.600 3.334
C -2.398 -1.474 2.895
C -0.806 1.437 2.838
C -2.090 1.826 2.450
C -2.680 2.969 2.968
C -1.983 3.767 3.864
C -0.687 3.425 4.213
C -0.102 2.273 3.704
H 0.733 -0.379 -4.022
H 1.170 1.193 -3.304
H 0.428 -0.059 -2.307
H 3.210 -0.191 -3.488
H 1.844 -2.202 -1.639
H 3.407 -2.405 -2.446
H 1.920 -2.419 -3.397
H 2.873 1.358 -1.644
H 5.095 0.658 -1.317
H 4.658 -1.068 -1.355
H 4.876 -0.333 2.483
H 4.793 -0.473 4.928
H 2.585 -0.514 6.083
H 0.529 -0.386 4.743
H 0.753 -2.700 2.999
H -0.456 -4.684 3.774
H -2.925 -4.639 3.994
H -4.162 -2.573 3.404
H -2.959 -0.591 2.625
H -2.624 1.253 1.704
H -3.676 3.252 2.649
H -2.442 4.661 4.270
H -0.113 4.071 4.867
H 0.919 2.044 3.967
C -0.954 8.751 0.028
C -0.525 7.303 0.010
C 0.265 6.772 1.019
C 0.712 5.449 0.990
C 1.605 4.958 2.099
C 0.351 4.620 -0.086
Se 1.080 2.848 -0.183
C -0.461 5.143 -1.112
C -0.842 4.305 -2.300
C -0.877 6.469 -1.044
H -0.792 9.194 1.012
H -2.011 8.854 -0.230
H -0.383 9.333 -0.701
H 0.553 7.403 1.857
H 1.592 5.656 2.941
H 2.634 4.847 1.747
H 1.286 3.973 2.438
H -1.243 3.346 -1.982
H 0.043 4.094 -2.907
H -1.585 4.818 -2.916
H -1.484 6.874 -1.853
F -2.847 -0.267 0.103
C -1.988 0.467 -0.678
F -2.257 0.106 -1.957
F -2.452 1.740 -0.570
C -2.164 -4.627 -0.525
N -0.821 -4.370 -0.029
C -0.041 -5.362 0.493
C 1.181 -5.112 0.983
C 1.662 -3.730 1.012
O 2.742 -3.438 1.550
N 0.852 -2.768 0.477
C -0.314 -3.053 -0.116
O -1.050 -2.220 -0.705
H -2.294 -5.699 -0.669
H -2.305 -4.099 -1.462
H -2.913 -4.257 0.177
H -0.477 -6.353 0.479
H 1.808 -5.896 1.381
*
```

> Look up the calculated total energy of the first one.

-3707.09958 Ha